# 1
{"formula": "C7H14N2", "method": "the ωB97M-V functional and the def2-TZVPD basis", "relative_energy_ev": 0.876, "smiles": "Cc1c[nH]cn1.CCC", "e_homo_ev": -8.6099, "lumo_ev": 0.84, "elements": ["N", "N", "C", "C", "C", "C", "C", "C", "C", "H", "H", "H", "H", "H", "H", "H", "H", "H", "H", "H", "H", "H", "H"], "coordinates": [[0.256, -0.118, -1.965], [1.881, 1.268, -1.377], [1.552, 0.005, -1.514], [-0.312, 1.147, -1.978], [-0.329, -1.569, 2.294], [-1.846, -1.356, 2.183], [0.559, 3.448, -1.503], [0.696, 1.968, -1.523], [0.300, -2.286, 1.103], [-0.322, -3.156, 0.807], [-2.306, -2.321, 2.343], [2.201, -0.882, -1.503], [0.174, -1.741, 0.171], [-1.370, 1.365, -2.011], [1.348, -2.523, 1.166], [0.203, -0.595, 2.368], [0.573, 3.962, -2.459], [-0.194, -0.901, -2.407], [-0.238, 3.864, -0.896], [-2.109, -0.768, 1.310], [-2.055, -0.690, 3.009], [1.454, 3.767, -0.920], [-0.117, -1.888, 3.304]], "forces_ev_per_angstrom": [[-0.43, 0.39, 0.28], [-0.61, -0.07, 1.21], [-0.36, -0.35, -1.79], [1.21, -0.29, 1.26], [0.77, 1.82, -0.56], [1.60, 0.61, 0.70], [2.03, 0.74, 1.77], [-1.09, -0.09, -1.83], [-1.48, -0.88, -0.51], [0.65, -0.27, 0.67], [-0.68, 0.02, -0.42], [-0.22, 0.75, 0.12], [0.11, 0.87, 0.19], [0.11, -0.28, -0.47], [0.29, -0.31, 0.33], [-0.55, -0.03, -0.38], [0.02, -0.24, -0.23], [0.25, -0.35, 0.37], [-0.56, -0.41, -0.10], [-0.28, -0.57, -0.47], [-0.62, -0.03, 0.43], [-0.35, 0.24, -0.65], [0.18, -1.27, 0.07]], "nbo_charge": [-0.53, -0.46, 0.17, -0.12, -0.40, -0.61, -0.65, 0.09, -0.62, 0.19, 0.21, 0.20, 0.20, 0.22, 0.21, 0.19, 0.22, 0.42, 0.22, 0.20, 0.21, 0.23, 0.20]}

# 2
{"formula": "C7H14N2", "method": "the ωB97M-V functional and the def2-TZVPD basis", "relative_energy_ev": 0.230, "smiles": "Cc1c[nH]cn1.CCC", "e_homo_ev": -8.6899, "lumo_ev": 0.83, "elements": ["N", "N", "C", "C", "C", "C", "C", "C", "C", "H", "H", "H", "H", "H", "H", "H", "H", "H", "H", "H", "H", "H", "H"], "coordinates": [[-0.213, 1.326, 0.200], [-1.518, 3.097, -0.006], [0.365, 1.450, 2.643], [-0.267, 1.994, 1.399], [-0.970, 2.006, -0.617], [0.348, -2.215, -0.774], [-1.080, 3.085, 1.292], [0.777, -1.264, -1.879], [0.766, -3.670, -0.990], [-0.095, 0.498, 2.877], [-1.433, 3.723, 2.090], [0.919, -3.826, -2.061], [0.107, 2.112, 3.473], [-2.290, 3.631, -0.369], [0.510, -1.670, -2.853], [-1.117, 1.896, -1.677], [1.689, -3.879, -0.455], [-0.742, -2.093, -0.687], [0.664, -1.806, 0.190], [0.311, -0.287, -1.727], [1.441, 1.358, 2.572], [-0.032, -4.372, -0.748], [1.859, -1.097, -1.892]], "forces_ev_per_angstrom": [[0.21, 0.05, -0.34], [-0.24, -0.11, -0.04], [-0.63, 0.58, -0.05], [-0.10, -0.23, 0.28], [-0.12, 0.72, 0.10], [-0.84, 0.63, 0.35], [-0.01, -0.32, 0.60], [0.40, 0.19, 0.08], [-0.30, 0.39, -0.44], [0.17, -0.39, -0.01], [0.01, 0.18, -0.39], [0.29, -0.03, 0.01], [0.23, 0.03, 0.03], [0.23, 0.13, -0.02], [-0.15, 0.06, -0.15], [0.04, -0.50, -0.07], [-0.04, -0.32, -0.04], [0.07, -0.46, -0.21], [0.36, -0.22, -0.04], [0.07, -0.14, -0.12], [0.18, -0.11, -0.04], [0.19, -0.03, 0.49], [-0.03, -0.09, 0.04]], "nbo_charge": [-0.47, -0.53, -0.63, 0.10, 0.17, -0.40, -0.12, -0.60, -0.61, 0.22, 0.22, 0.20, 0.21, 0.42, 0.19, 0.19, 0.21, 0.19, 0.20, 0.22, 0.22, 0.21, 0.20]}

# 3
{"formula": "C7H14N2", "method": "the ωB97M-V functional and the def2-TZVPD basis", "spin_multiplicity": 2, "relative_energy_ev": 0.250, "e_homo_ev": [-14.0703, -14.0692], "lumo_ev": [-3.77, -7.76], "total_charge": 1, "elements": ["N", "N", "C", "C", "C", "C", "C", "C", "C", "H", "H", "H", "H", "H", "H", "H", "H", "H", "H", "H", "H", "H", "H"], "coordinates": [[2.453, 0.204, 1.639], [0.874, -1.384, 1.706], [2.151, -1.162, 1.567], [1.308, 0.831, 1.847], [0.285, -0.195, 1.919], [-1.140, -0.043, 2.235], [-1.815, -0.467, -1.641], [-1.022, 0.344, -2.648], [0.398, 0.623, -2.168], [0.698, 1.644, -2.348], [3.324, 0.716, 1.564], [-1.384, 0.942, 2.622], [-1.046, -0.225, -3.581], [2.930, -1.895, 1.479], [0.478, 0.353, -1.101], [1.175, -0.047, -2.554], [-1.303, -0.715, 3.064], [-1.762, -0.407, 1.419], [1.180, 1.895, 1.982], [-1.593, 1.238, -2.900], [-2.834, -0.717, -1.959], [-1.454, -1.493, -1.501], [-1.903, -0.039, -0.642]], "forces_ev_per_angstrom": [[-0.45, 0.58, 0.06], [-0.11, -0.32, 0.10], [0.34, 0.36, 0.07], [-0.51, 0.17, 0.23], [0.11, 0.05, -0.28], [0.53, 0.02, 0.45], [-0.85, -1.28, 0.18], [-0.52, -0.59, -0.26], [0.33, -0.70, 0.45], [0.22, 0.25, 0.12], [0.26, -0.52, -0.08], [-0.14, 0.18, -0.52], [0.32, 0.04, 0.02], [0.08, -0.21, -0.19], [-0.23, 0.65, 0.10], [-0.31, 0.14, -0.61], [-0.27, -0.53, 0.33], [-0.10, 0.22, -0.05], [0.24, -0.01, -0.11], [0.30, 0.28, 0.26], [-0.03, 0.63, -0.18], [0.67, 0.21, 0.01], [0.12, 0.39, -0.09]], "nbo_charge": [-0.51, -0.43, 0.35, 0.14, 0.34, -0.69, -0.61, -0.42, -0.60, 0.22, 0.47, 0.25, 0.22, 0.25, 0.16, 0.22, 0.28, 0.29, 0.26, 0.21, 0.23, 0.21, 0.17]}

# 4
{"formula": "C7H14N2", "method": "the ωB97M-V functional and the def2-TZVPD basis", "relative_energy_ev": 1.877, "e_homo_ev": -19.9156, "lumo_ev": -10.13, "total_charge": 2, "elements": ["N", "N", "C", "C", "C", "C", "C", "C", "C", "H", "H", "H", "H", "H", "H", "H", "H", "H", "H", "H", "H", "H", "H"], "coordinates": [[-0.626, -1.121, -0.615], [-0.617, 0.884, 0.793], [0.528, -0.537, -0.643], [1.775, -1.166, -1.340], [-0.876, 1.926, 1.803], [-1.255, -2.293, -1.192], [0.529, 0.736, 0.179], [1.615, 1.746, 0.295], [-1.695, -0.161, 0.523], [2.593, -0.540, -1.139], [2.192, 1.443, 1.105], [1.216, 2.746, 0.487], [-0.236, 1.851, 2.793], [-1.867, 1.916, 1.980], [-2.498, 0.047, -0.063], [-1.167, -2.400, -2.342], [-0.595, -3.212, -0.797], [1.828, -2.237, -1.066], [-2.135, -2.476, -0.649], [-1.945, -0.774, 1.407], [-0.677, 2.966, 1.436], [1.658, -1.130, -2.476], [2.257, 1.785, -0.480]], "forces_ev_per_angstrom": [[-1.84, 3.18, 2.90], [-0.48, -0.86, -0.31], [0.27, -1.62, -1.01], [-2.91, 0.15, -1.22], [3.77, 1.50, 0.91], [4.05, -2.95, -0.69], [-1.20, 0.01, -0.26], [-3.21, -0.04, 1.27], [6.47, -2.02, -0.11], [1.44, 0.29, 0.58], [1.24, -0.39, 1.95], [0.03, -0.23, 0.03], [-1.28, -0.45, -2.08], [-3.32, -0.21, 1.07], [-2.18, 1.45, -1.74], [-0.69, 0.67, 1.97], [-1.07, 1.75, -0.91], [0.33, 0.69, 0.10], [-1.68, 0.05, -0.23], [0.44, 0.21, -0.38], [0.06, -1.02, -0.19], [-0.15, -0.03, 1.35], [1.90, -0.11, -2.99]], "nbo_charge": [-0.20, -0.25, 0.36, -0.67, -0.45, -0.47, 0.44, -0.68, 0.06, 0.26, 0.29, 0.28, 0.29, 0.24, 0.25, 0.31, 0.28, 0.29, 0.26, 0.28, 0.27, 0.30, 0.28]}

# 5
{"formula": "C7H14N2O16Tl", "method": "the ωB97M-V functional and the def2-TZVPD basis", "e_homo_ev": -5.6371, "lumo_ev": -4.04, "total_charge": -1, "elements": ["Tl", "O", "O", "O", "O", "O", "O", "O", "O", "O", "O", "O", "O", "O", "O", "O", "O", "N", "N", "C", "C", "C", "C", "C", "C", "C", "H", "H", "H", "H", "H", "H", "H", "H", "H", "H", "H", "H", "H", "H"], "coordinates": [[16.960, 2.672, 19.695], [20.357, 8.169, 22.573], [21.515, -2.085, 21.473], [17.454, 3.253, 15.044], [23.422, 3.924, 17.645], [17.760, 4.075, 13.062], [21.678, -0.974, 19.701], [18.974, 2.439, 13.763], [21.353, 3.548, 18.065], [13.435, 4.662, 20.692], [14.568, -1.309, 20.751], [19.806, 6.785, 24.208], [12.720, -2.552, 21.059], [22.179, 5.673, 17.848], [19.367, 6.081, 22.043], [20.184, -0.391, 21.162], [14.655, -3.512, 21.183], [21.141, -1.132, 20.828], [18.038, 3.233, 13.985], [11.779, -1.428, 21.056], [22.287, 4.380, 17.844], [15.953, -3.713, 20.734], [14.017, -2.330, 20.981], [20.549, 8.858, 21.286], [19.293, 5.622, 24.762], [19.841, 6.929, 22.832], [19.904, 4.819, 24.351], [19.849, 8.435, 20.566], [18.224, 5.419, 24.689], [10.731, -1.622, 20.827], [21.502, 8.609, 20.818], [20.447, 9.943, 21.304], [12.685, 5.083, 20.228], [16.471, -2.798, 20.447], [23.111, 5.793, 17.652], [11.758, -0.991, 22.054], [16.573, -4.188, 21.495], [19.443, 5.605, 25.842], [12.145, -0.740, 20.294], [15.781, -4.466, 19.965]], "forces_ev_per_angstrom": [[-0.03, 0.11, -0.04], [0.16, -0.11, 0.58], [0.04, -0.52, 1.51], [-0.72, -0.10, 1.00], [0.94, -0.48, -0.28], [0.04, -1.15, 1.38], [-0.36, 0.71, 0.50], [-0.65, 0.17, 0.31], [0.17, 1.54, -0.17], [-0.12, 0.05, -0.34], [0.59, 1.77, -0.36], [0.38, 2.33, -1.81], [-2.03, -0.51, 0.30], [-1.04, 1.44, 0.09], [1.82, 2.84, 2.19], [0.83, -0.39, 0.11], [-2.31, 0.78, 1.08], [-0.68, 0.29, -2.14], [1.29, 1.08, -2.54], [1.32, 0.67, -0.06], [-0.98, -3.95, 0.58], [0.92, -0.55, -0.45], [0.53, -1.65, 0.08], [-0.59, -2.22, -0.87], [0.35, -1.92, 0.39], [-1.83, -1.28, -1.40], [-0.53, -0.52, 0.06], [-0.38, 0.20, 0.12], [-0.05, 0.36, -0.89], [0.41, -1.26, -0.23], [0.33, -0.06, 0.66], [-0.21, -0.29, 0.97], [0.48, -0.26, 0.25], [-0.27, -0.09, -0.40], [0.75, 1.44, -0.19], [0.37, 0.21, -0.12], [-0.29, 0.08, 0.32], [0.49, 0.60, -0.04], [-0.07, 0.33, 0.35], [0.89, 0.30, -0.55]], "nbo_charge": [0.99, -0.53, -0.41, -0.42, -0.58, -0.44, -0.40, -0.40, -0.49, -0.94, -0.64, -0.51, -0.50, -0.66, -0.64, -0.47, -0.51, 0.70, 0.70, -0.26, 0.91, -0.26, 0.99, -0.25, -0.25, 1.00, 0.19, 0.21, 0.19, 0.20, 0.20, 0.20, 0.41, 0.21, 0.50, 0.19, 0.19, 0.19, 0.21, 0.19]}

Number 1: E_tot -10465.4906 eV. Number 2: E_tot -10466.1366 eV. Number 3: E_tot -10457.8330 eV. Number 4: E_tot -10446.1728 eV. Number 5: E_tot -47903.2999 eV.